Below is one molecule with the formula C19H25N5OS, with properties calculated with the ωB97M-V functional and the def2-TZVPD basis.

Last column: natural (NBO) charge in e.
Element x y z (Å)
C (-5.5779, -0.5591, -0.4847)  -0.636
C (-4.2208, 0.1404, -0.5149)  -0.058
O (-3.1741, -0.6617, -0.0083)  -0.555
C (-3.0623, -0.6947, 1.4032)  -0.075
C (-2.1456, 0.4178, 1.9312)  -0.437
H (-2.3468, 0.5909, 2.9883)  0.217
H (-2.3618, 1.3410, 1.3871)  0.197
C (-0.6672, 0.0544, 1.7608)  -0.230
N (-0.3911, -0.4621, 0.4446)  -0.608
C (-0.0881, -1.7550, 0.1999)  0.319
N (-0.1702, -2.1452, -1.0949)  -0.598
H (-0.3138, -1.4090, -1.7729)  0.389
C (0.4904, -3.3210, -1.6003)  -0.238
H (-0.1092, -3.7412, -2.4116)  0.201
H (0.5436, -4.0414, -0.7795)  0.243
C (1.9077, -3.0035, -2.1148)  -0.230
N (2.7729, -2.5368, -1.0611)  -0.583
C (2.7125, -1.2573, -0.6186)  0.465
N (2.0979, -0.3573, -1.3513)  -0.551
C (2.0096, 0.9110, -0.9083)  0.276
C (1.3138, 1.8565, -1.6879)  -0.236
C (1.1624, 3.1409, -1.2457)  -0.189
C (1.6932, 3.5635, -0.0108)  -0.033
C (2.3817, 2.6593, 0.7571)  -0.167
C (2.5565, 1.3293, 0.3343)  -0.168
C (3.2573, 0.3677, 1.0900)  -0.047
C (3.3558, -0.9185, 0.6253)  -0.245
C (4.0593, -1.9098, 1.3353)  0.274
N (4.6485, -2.7288, 1.8827)  -0.299
H (3.7089, 0.6446, 2.0329)  0.226
H (2.8046, 2.9572, 1.7070)  0.208
C (1.4984, 4.9833, 0.4259)  -0.626
H (0.4370, 5.2243, 0.4758)  0.217
H (1.9409, 5.1548, 1.4037)  0.216
H (1.9596, 5.6645, -0.2886)  0.219
H (0.6251, 3.8588, -1.8497)  0.211
H (0.9087, 1.5387, -2.6369)  0.218
H (3.0554, -3.2250, -0.3763)  0.411
H (1.8590, -2.2143, -2.8684)  0.220
H (2.3467, -3.9023, -2.5524)  0.208
S (0.3790, -2.7948, 1.4043)  -0.313
H (-0.7920, 0.0656, -0.3186)  0.393
H (-0.0415, 0.9376, 1.9360)  0.197
H (-0.3832, -0.7241, 2.4740)  0.247
H (-4.0501, -0.6191, 1.8698)  0.172
H (-2.6381, -1.6715, 1.6501)  0.207
H (-3.9422, 0.3509, -1.5520)  0.181
H (-4.2776, 1.0937, 0.0292)  0.159
H (-5.8902, -0.7620, 0.5370)  0.205
H (-6.3260, 0.0715, -0.9572)  0.211
H (-5.5167, -1.5028, -1.0202)  0.214

Its HOMO energy is -7.84 eV. The largest force on an atom comes out at 1.15 eV/A. Its energy above the lowest of the compared OMol25 structures with the same formula, charge and spin is 12.0 kcal per mole. Its LUMO energy is -0.1 eV. The gap between HOMO and LUMO is 7.7 eV. Its SMILES is CCOCCCNC(=S)NCCNc1nc2ccc(C)cc2cc1C#N.